Record 1
C31H50CeCl2NOP as an isolated structure. Source: the OMol25 dataset; level of theory: ωB97M-V/def2-TZVPD.

## Properties
- HOMO-LUMO gap (alpha / beta): 5.480 / 5.498 eV

```
87
Properties=species:S:1:pos:R:3:forces:R:3
P 0.739698 -1.613753 -1.397353 -2.9 3.7 2.5
C 1.797662 -2.400833 -0.173384 -0.1 -0.6 -0.5
C 2.185022 -3.749679 -0.776621 0.7 -0.4 0.9
C 2.958444 -4.553673 0.273206 -0.1 0.0 -0.1
C 4.132453 -3.749521 0.861411 0.0 -0.1 -0.2
C 3.765034 -2.342290 1.362912 -0.3 0.0 -0.1
C 2.986080 -1.547164 0.307215 0.0 -0.3 -0.2
C 1.498313 -0.473434 -2.582219 0.1 -1.1 -0.2
C 2.290261 -1.385215 -3.514859 0.4 0.9 -0.9
C 2.724542 -0.559840 -4.724371 0.1 -0.1 0.0
C 3.453235 0.731864 -4.312251 0.1 -0.2 0.0
C 2.740446 1.567714 -3.235816 -0.2 -0.1 0.0
C 2.315861 0.714003 -2.032476 -0.1 -0.3 -0.1
C -0.640923 -2.642207 -2.046625 0.7 -0.4 -0.3
C -1.414964 -3.241331 -0.845156 0.0 0.1 -0.2
C -2.558253 -4.128656 -1.350963 0.2 0.0 -0.2
C -3.499740 -3.403733 -2.325625 0.1 0.1 0.1
C -2.751850 -2.646391 -3.433003 0.3 -0.1 0.1
C -1.605258 -1.779627 -2.895706 0.1 -0.1 0.1
H 1.149996 -2.554495 0.717496 0.2 -0.1 -0.4
H 2.795238 -3.591843 -1.680184 -0.1 0.0 0.2
H 1.288091 -4.310755 -1.081255 0.2 0.2 0.0
H 3.307205 -5.488161 -0.186618 0.1 0.1 0.3
H 2.248996 -4.815371 1.073505 0.2 0.0 -0.1
H 4.583924 -4.323139 1.678020 0.1 0.1 -0.1
H 4.889003 -3.636540 0.072344 0.0 -0.1 0.1
H 3.135390 -2.413027 2.261067 0.1 -0.1 -0.1
H 4.672968 -1.790605 1.640212 -0.1 -0.2 0.0
H 2.616918 -0.597558 0.727130 0.1 -0.3 -0.2
H 3.653392 -1.306058 -0.535420 -0.2 -0.1 0.2
H 0.645319 -0.003045 -3.114253 0.3 -0.4 0.2
H 1.818492 -0.311303 -5.294496 0.1 0.0 0.0
H 1.676834 -2.241793 -3.839298 0.2 0.2 0.1
H 3.165706 -1.787245 -2.977180 -0.2 0.1 -0.1
H 3.357688 -1.186192 -5.361297 0.0 0.3 -0.2
H 3.620555 1.344468 -5.204902 0.1 0.0 0.1
H 4.437779 0.445710 -3.917535 0.0 0.1 -0.1
H 3.394820 2.385063 -2.905605 -0.1 -0.1 -0.1
H 1.837469 2.033906 -3.657457 0.1 -0.1 0.0
H 1.704233 1.289176 -1.321946 0.1 -0.2 -0.2
H 3.206833 0.368355 -1.489382 -0.2 0.1 -0.2
H -0.215086 -3.460192 -2.677152 -0.6 0.2 0.2
H -0.750626 -3.835108 -0.198746 -0.1 0.1 -0.2
H -1.796835 -2.424666 -0.208019 0.2 -0.2 -0.4
H -2.099442 -4.977241 -1.877476 -0.1 0.0 0.1
H -3.125179 -4.533935 -0.502570 0.1 0.0 -0.2
H -4.129488 -2.697672 -1.766388 0.1 -0.1 0.0
H -4.170288 -4.138940 -2.786321 0.0 0.1 0.1
H -3.449047 -2.025232 -4.010465 0.1 -0.2 0.1
H -2.307449 -3.375319 -4.124507 -0.2 0.0 0.0
H -1.075797 -1.304107 -3.735718 -0.1 -0.2 0.2
H -1.998783 -0.947261 -2.285413 0.2 -0.4 -0.1
Ce -1.606643 1.447525 0.493237 3.5 -2.4 -1.8
Cl -1.367929 1.727851 -2.075355 -0.2 0.4 -0.3
Cl -1.529468 -0.739867 1.846307 -0.6 -0.4 0.6
C 0.494350 1.645756 1.155913 -1.3 -0.4 0.1
H 0.805198 0.720353 1.682550 0.1 0.5 -0.2
C 1.429173 2.738077 1.127580 0.6 0.7 -0.4
C 1.260895 3.770704 0.145297 0.0 -0.7 0.9
C 2.045920 4.909399 0.189999 0.0 0.5 -0.4
C 3.055209 5.066271 1.137911 0.1 -0.7 0.6
C 3.289329 4.019761 2.071288 -0.4 0.6 -0.8
C 2.506059 2.870206 2.055676 -0.4 0.2 -0.3
H 0.483858 3.631199 -0.621664 0.4 0.2 0.3
H 1.858983 5.706903 -0.540977 0.2 -0.3 0.3
H 4.080481 4.139790 2.798940 0.1 -0.1 0.0
H 2.681589 2.064658 2.782914 -0.1 0.4 -0.3
H 3.671914 5.969694 1.160798 -0.3 -0.3 0.0
O -2.545301 2.892380 1.718551 -1.8 1.8 2.9
C -3.125032 3.064104 2.864946 2.3 -1.3 -1.0
C -4.221745 4.035330 2.896546 -0.5 0.2 -0.4
C -5.531793 3.257188 3.088681 -0.2 0.1 0.2
C -5.724690 2.893872 4.557355 -0.5 -0.1 0.1
C -4.765836 1.869069 5.162031 -0.1 -0.2 0.3
C -3.311022 2.321564 5.235358 -0.2 0.0 -0.3
N -2.720380 2.302989 3.882820 -0.1 0.5 -0.1
H -4.044396 4.821075 3.644280 -0.3 -0.3 0.0
H -4.222991 4.477317 1.895459 0.1 0.2 0.3
H -6.369619 3.886715 2.747140 0.3 -0.2 0.2
H -5.541770 2.348571 2.454240 0.1 0.4 0.2
H -5.658138 3.818930 5.140425 -0.1 0.0 0.0
H -6.744590 2.511570 4.678525 0.1 0.1 0.1
H -5.093596 1.654280 6.188013 0.0 0.1 -0.2
H -4.825623 0.918092 4.614144 0.1 0.2 0.1
H -3.237634 3.349644 5.613100 0.0 -0.2 0.1
H -2.729667 1.654844 5.900846 -0.2 0.4 -0.6
H -1.949987 1.648077 3.718636 -0.3 0.3 -0.3
```
Forces are in eV/Å.

***

Record 2
A 2-piece molecular cluster, C2ClF3 overall. Source: the OMol25 dataset; level of theory: ωB97M-V/def2-TZVPD.

## Properties
- HOMO-LUMO gap (alpha / beta): 5.753 / 5.751 eV

```
6
Properties=species:S:1:pos:R:3:forces:R:3
C 0.822258 0.525719 0.208826 1.1 2.9 -0.1
C -0.102346 -0.152074 -0.384510 -2.5 -2.3 -0.9
F 0.637018 0.973826 1.406620 0.2 -0.4 1.1
F 1.794624 1.265692 -0.384401 -1.0 -1.6 0.1
F -0.490411 -0.735352 -1.432859 0.8 0.3 -0.1
Cl -2.661142 -1.877811 0.586325 1.4 1.0 -0.2
```
Forces are in eV/Å.

***

Record 3
One molecule with the formula C5H8O2. Source: the OMol25 dataset; level of theory: ωB97M-V/def2-TZVPD.

## Properties
- HOMO-LUMO gap: 8.754 eV

```
15
Properties=species:S:1:pos:R:3:forces:R:3
O 0.714217 -0.036485 -1.280602 0.0 0.2 -0.1
C -0.366293 0.019294 0.341496 -0.1 0.0 0.1
C 0.725957 -0.001280 1.209350 -0.1 0.0 0.0
C 1.845713 -0.218467 -0.248944 0.2 -0.1 0.0
O 2.740000 0.607969 -0.326833 -0.2 -0.1 0.0
C -1.570121 -0.743175 -0.003192 0.0 -0.2 0.0
C -1.562151 0.783053 -0.036808 0.0 0.2 0.0
H 0.869675 0.879932 -1.570504 0.0 -0.2 0.0
H 1.035395 0.939305 1.658771 -0.1 -0.1 -0.1
H 0.868304 -0.887652 1.824353 0.0 0.1 -0.1
H 2.004480 -1.309697 -0.221696 0.0 0.2 0.0
H -2.076274 -1.255079 0.811588 0.1 0.1 -0.1
H -1.602300 -1.251119 -0.961198 0.0 0.1 0.1
H -1.613974 1.248726 -1.015588 0.0 -0.1 0.2
H -2.050024 1.336364 0.761829 0.1 -0.1 -0.1
```
Forces are in eV/Å.

***

Record 4
A 2-piece molecular cluster, C8H17N2S overall. Source: the OMol25 dataset; level of theory: ωB97M-V/def2-TZVPD.

## Properties
- Spin multiplicity: 3
- HOMO-LUMO gap (alpha / beta): 6.358 / 7.107 eV
- Charge: +1

```
28
Properties=species:S:1:pos:R:3:forces:R:3
C 0.427463 -0.482212 0.176320 3.1 2.7 0.4
C -1.880331 -1.196983 0.078278 1.0 -0.6 -0.8
C -2.225063 -1.694367 -1.193532 -1.5 -0.1 -0.8
C 0.805793 3.622530 0.365371 -0.8 -1.4 -1.2
C -0.297068 2.413976 -1.644860 0.6 -0.8 0.2
C 0.249430 -2.719636 0.806899 -1.8 -3.7 -1.2
C 2.478175 -1.626775 0.811059 -1.7 2.1 5.3
C 0.171861 2.308020 -0.193868 0.6 0.3 1.0
N -2.389387 -1.091921 1.148437 -2.2 0.0 1.8
N 0.998150 -1.551194 0.552898 1.2 -0.1 -0.9
S 1.451536 0.924487 0.011654 -1.6 0.1 -0.6
H -1.400205 -2.141976 -1.676654 1.0 0.4 -1.3
H -2.808975 -0.910142 -1.621203 0.6 1.2 -1.4
H -3.000748 -2.407332 -1.299762 -1.0 -1.5 0.9
H 1.774414 3.519652 0.765378 1.0 -0.2 0.9
H 0.855993 4.373186 -0.359164 0.5 0.8 -1.9
H 0.125293 4.123140 0.982294 -0.9 0.1 1.8
H 0.556701 2.773076 -2.291465 -0.9 -0.9 0.5
H -1.052779 3.165366 -1.746446 -0.5 0.6 0.2
H -0.781832 1.451792 -1.929400 0.7 0.7 -0.3
H -0.537554 -3.039020 0.021333 1.4 1.1 1.3
H 0.805824 -3.667708 0.895882 0.6 0.9 -0.1
H -0.204019 -2.584809 1.744237 -1.0 -0.1 1.2
H 2.565724 -2.461605 1.527678 0.7 0.0 -1.2
H 3.023189 -1.484248 -0.038039 1.5 -0.6 -2.4
H 2.791004 -0.690953 1.502165 -1.0 -1.9 -1.5
H -0.534243 1.957195 0.583083 -0.2 0.3 -1.0
H -1.968344 -0.881540 2.021428 0.6 0.6 1.1
```
Forces are in eV/Å.

***

Record 5
One molecule with the formula C7H11NO. Source: the OMol25 dataset; level of theory: ωB97M-V/def2-TZVPD.

## Properties
- HOMO-LUMO gap: 9.195 eV
- SMILES: C=C/C(N)=C(\C)C(=C)O

```
20
Properties=species:S:1:pos:R:3:forces:R:3
C 2.844023 -0.638184 0.440938 -0.1 0.1 -0.1
C 1.824060 -1.286131 -0.096181 -1.2 0.8 -3.1
C 0.394886 -0.460129 -0.782979 6.5 -3.1 3.7
N 0.343126 -0.299929 -2.112347 -0.5 -0.2 -1.1
C -0.128902 -0.213301 0.357682 -7.8 3.8 -1.1
C -0.205265 -0.507259 1.804477 0.6 -0.3 0.0
C -1.676099 0.699790 -0.083309 1.6 -0.8 1.0
C -1.734055 1.860545 -0.740601 0.4 0.2 0.7
O -2.801216 0.077029 0.389373 0.2 0.0 0.1
H 2.752578 0.394052 0.754953 0.0 0.2 -0.2
H 3.828845 -1.083381 0.529784 -0.1 -0.2 0.5
H 1.896999 -2.320844 -0.416124 0.2 -0.1 0.0
H -0.558737 -0.407832 -2.550903 0.0 0.4 0.0
H 0.966604 0.373846 -2.529959 -0.1 -0.1 0.1
H 0.118665 0.364430 2.375630 0.0 0.0 0.0
H 0.420575 -1.355939 2.075340 0.0 0.0 0.1
H -1.241323 -0.714997 2.067678 0.0 0.0 0.0
H -2.641739 2.459057 -0.782358 -0.2 -0.3 -0.2
H -0.834124 2.393468 -1.007176 0.1 -0.2 -0.1
H -3.568902 0.665711 0.306082 0.3 -0.1 -0.1
```
Forces are in eV/Å.

***

Record 6
One molecule with the formula C19H24N2O4. Source: the OMol25 dataset; level of theory: ωB97M-V/def2-TZVPD.

## Properties
- HOMO-LUMO gap: 8.172 eV
- SMILES: C/C=C/C=C/C(=O)NCCC[C@@H]1NC(=O)C(C(=O)/C=C/C=C/C)=C1O

```
49
Properties=species:S:1:pos:R:3:forces:R:3
C 7.292034 -2.149494 -0.092973 0.1 -0.4 -2.1
C 6.483770 -0.869904 -0.187747 -0.5 0.6 -0.7
C 5.773936 -0.475803 -1.318695 1.2 -0.1 3.3
C 4.927683 0.692724 -1.504893 -1.0 2.3 4.4
C 4.596414 1.468440 -0.374191 0.5 -2.3 -3.4
C 3.587881 2.535522 -0.176175 1.6 0.4 0.4
O 3.599766 3.150616 0.886492 -0.9 -0.4 -0.4
N 2.768753 2.784205 -1.222790 0.8 -0.6 0.4
C 1.545977 3.506626 -1.080381 -1.2 -0.5 -3.1
C 0.481817 2.729219 -1.965774 -0.3 0.2 0.8
C 0.358568 1.229429 -1.590638 0.3 -0.1 -3.6
C -0.083766 0.898675 -0.212396 0.9 0.9 1.8
N -0.173851 -0.533582 -0.057377 0.4 -0.1 0.9
C -1.413452 -0.917093 0.324986 -2.2 1.2 -2.2
O -1.820148 -2.037441 0.210431 -0.3 -1.8 1.2
C -2.319298 0.340032 0.333555 4.3 -1.4 0.0
C -3.646311 0.486742 0.737339 -1.1 -0.2 0.6
O -4.358057 1.433620 0.396692 0.1 0.6 -0.1
C -4.077422 -0.576091 1.603294 -3.7 -0.6 0.7
C -5.410757 -0.947272 1.581351 1.4 -1.6 -0.6
C -5.800697 -2.292164 2.097296 -5.4 2.3 -3.6
C -7.009085 -2.883721 1.691357 2.5 0.1 2.5
C -7.270939 -4.336827 2.147333 0.9 1.0 -0.3
C -1.492083 1.365719 0.039147 -1.6 -2.7 0.1
O -1.953069 2.553122 -0.022569 1.4 3.4 -0.5
H 6.889460 -3.045554 -0.618119 -0.2 0.8 0.2
H 8.188894 -1.900456 -0.686785 0.1 -0.3 0.5
H 7.598544 -2.530598 0.866338 -0.1 0.5 0.6
H 6.694866 -0.257070 0.723243 -0.7 0.0 -1.1
H 5.700029 -1.194902 -2.059029 0.1 -1.4 -1.6
H 4.389402 0.906223 -2.391474 0.0 -0.2 -1.2
H 5.050873 1.077207 0.491401 0.3 0.3 1.3
H 3.134488 2.528646 -2.144284 -0.7 0.1 0.6
H 1.697505 4.469610 -1.561397 -0.4 0.5 0.5
H 1.174629 3.585004 -0.085705 0.4 0.1 0.9
H 0.846734 2.759656 -3.028750 -0.7 0.2 0.8
H -0.557398 3.167419 -1.816244 1.5 -0.1 -0.6
H 1.328507 0.707967 -1.902893 -1.3 0.5 0.8
H -0.454458 0.818438 -2.359544 1.6 0.5 1.7
H 0.485401 1.345268 0.670532 0.1 -0.2 -1.4
H 0.550362 -1.258578 -0.178528 -0.6 1.1 -0.1
H -3.364841 -1.094368 2.233795 0.0 -0.2 -0.3
H -6.163377 -0.545231 0.864070 0.9 0.3 0.8
H -5.097286 -2.818141 2.579877 2.3 -2.0 1.9
H -7.857226 -2.371957 1.195589 1.0 -0.1 0.1
H -6.814074 -4.632096 3.102541 -0.1 0.6 -0.1
H -8.324139 -4.486779 2.226438 -0.7 -0.5 -0.1
H -6.789449 -5.000972 1.432293 -0.5 -0.3 -0.3
H -2.895108 2.615968 0.203961 -0.6 -0.6 -0.1
```
Forces are in eV/Å.